[1]
DFT (wB97M-V/def2-TZVPD) results for a gas-phase ion, C6H13N2O2S (charge +1) at a distorted geometry.

XYZ file:
```
24
Properties=species:S:1:pos:R:3:forces:R:3
C 0.1544 0.6333 -1.4447 0.73 0.33 -0.13
C -1.2570 0.8554 -1.5491 -0.99 2.73 0.79
C -2.2450 0.2127 -0.5761 0.34 -0.53 -0.72
C -0.2039 -0.6286 0.5804 -0.96 0.63 -2.25
C -1.5463 0.0537 0.7403 0.17 1.95 2.86
C 3.3195 0.3124 0.8503 2.61 -2.88 -0.27
N 0.6716 0.0816 -0.4383 1.27 -1.35 1.74
N -2.2816 -0.6323 1.8271 0.85 -0.49 -1.43
O 2.7939 -0.4610 -1.8328 0.75 0.56 -0.15
O 2.1073 -1.8558 0.1154 0.71 -0.24 -0.12
S 2.4592 -0.6106 -0.4700 -1.82 0.23 1.08
H 0.8071 1.0540 -2.2147 -0.02 -0.31 0.09
H -1.2068 2.0041 -1.4877 -0.55 -1.06 0.14
H -1.4922 0.7421 -2.5520 -0.80 -0.38 -2.10
H -3.2568 0.6227 -0.5639 0.45 0.89 0.24
H -2.5030 -0.7695 -0.9815 0.44 -0.42 0.12
H 0.2355 -0.6397 1.5206 1.16 -0.35 1.45
H -0.3655 -1.5883 0.1349 0.21 -0.93 0.26
H -1.2297 1.0250 1.2795 -0.86 -0.69 -1.38
H 2.6191 0.8180 1.4382 -1.15 0.49 0.96
H 3.8805 -0.5596 1.3797 -1.67 1.17 -0.45
H 4.2042 0.9062 0.6663 -0.35 0.70 -1.22
H -2.6123 -1.5023 1.4123 -0.42 0.04 0.59
H -3.0522 -0.0735 2.1657 -0.12 -0.08 -0.12
```
Positions in Å, forces in eV/Å.

## Properties
Relative energy (zero: lowest compared OMol25 entry of this formula, charge and spin): 85.2 kJ/mol
Net charge: +1
SMILES: CS(=O)(=O)[N+]1=CCC[C@@H](N)C1
Gap between HOMO and LUMO: 9.4 eV


[2]
DFT (wB97M-V/def2-TZVPD) results for a single C2H7N3S molecule at a distorted geometry.

XYZ file:
```
13
Properties=species:S:1:pos:R:3:forces:R:3
C -1.8622 1.2368 -0.6823 -0.15 0.55 -0.17
C 0.5109 -1.1847 -0.0780 -0.87 0.02 -0.19
H -1.8966 2.3377 -0.4672 -0.29 -1.06 -0.08
H -1.7394 1.1018 -1.7530 -0.01 0.04 -0.09
H -2.7384 0.6606 -0.3529 -0.28 0.62 -0.30
H -1.0349 0.7366 0.9715 0.46 -0.05 0.55
H 0.7331 -2.2047 -0.4014 -0.09 0.21 0.31
H 1.3880 0.4636 0.6450 0.01 1.11 0.04
H 3.3277 -1.5265 1.5455 0.12 -0.35 0.91
N -0.7168 0.6794 0.0124 -0.18 0.05 0.42
N -0.6810 -0.7257 -0.2871 1.74 -0.23 -0.08
N 1.5567 -0.5016 0.5177 0.03 -1.54 -0.48
S 3.1530 -1.0734 0.3299 -0.48 0.62 -0.84
```
Positions in Å, forces in eV/Å.

## Properties
Relative energy (zero: lowest compared OMol25 entry of this formula, charge and spin): 160.3 kJ/mol
Net charge: 0
SMILES: CN/N=C\NS
Gap between HOMO and LUMO: 9.5 eV